Entry 1:
Entry from OMol25: a gas-phase ion, C6H5NO5S (charge -2) in a non-equilibrium geometry (ωB97M-V/def2-TZVPD).

Total charge ... -2
Lowest unoccupied orbital energy ... 6.07 eV
E_tot ... -1060.79735 Eh
SMILES string ... CN1C(=O)C=CC(=S(=O)([O-])[O-])C1=O
Kohn-Sham gap ... 6.22 eV
ΔE to the lowest compared entry with this formula, charge and spin ... 0.0318 eV
Molecular weight ... 203.18 g mol⁻¹
Highest occupied orbital energy ... -0.143 eV

Each atom is followed by the atoms it is bonded to, with distances in Å.
Atoms and positions in Å:
1 C -2.24 -1.41 -0.43  N2 1.410, H14 1.100, H15 1.241, H16 1.161
2 N -1.18 -0.51 -0.18  C1 1.410, C3 1.432, C12 1.390
3 C -1.64 0.82 0.07  N2 1.432, O4 1.263, C5 1.432
4 O -2.90 0.98 0.10  C3 1.263
5 C -0.66 1.81 0.39  C3 1.432, C6 1.389, H17 1.098
6 C 0.68 1.45 0.41  C5 1.389, C7 1.364, H18 1.100
7 C 1.14 0.20 0.12  C6 1.364, S8 1.846, C12 1.583
8 S 2.97 -0.05 0.02  C7 1.846, O9 1.452, O10 1.503, O11 1.490
9 O 3.47 -0.70 1.22  S8 1.452
10 O 3.52 1.34 -0.14  S8 1.503
11 O 3.26 -0.91 -1.16  S8 1.490
12 C 0.13 -0.98 -0.19  N2 1.390, C7 1.583, O13 1.202
13 O 0.36 -2.15 -0.32  C12 1.202
14 H -2.03 -1.82 -1.42  C1 1.100
15 H -2.27 -2.28 0.45  C1 1.241
16 H -3.15 -0.78 -0.08  C1 1.161
17 H -0.94 2.83 0.69  C5 1.098
18 H 1.49 2.19 0.46  C6 1.100



Entry 2:
Entry from OMol25: a single C16H31N2O2 molecule in a non-equilibrium geometry (ωB97M-V/def2-TZVPD).

Expectation value of S² ... 0.75
Total charge ... 0
Lowest unoccupied orbital energy (spin up / spin down) ... 0.67 / 0.32 eV
E_tot ... -888.16699 Eh
Multiplicity ... 2
Kohn-Sham gap (spin up / spin down) ... 9.09 / 9.83 eV
Molecular weight ... 283.44 g mol⁻¹
Highest occupied orbital energy (spin up / spin down) ... -8.425 / -9.503 eV

Each atom is followed by the atoms it is bonded to, with distances in Å.
Atoms and positions in Å:
1 C 5.62 -0.28 -1.44  C2 1.516, H21 1.084, H22 1.087, H23 1.085
2 C 4.63 -1.39 -1.15  C1 1.516, O3 1.229, N4 1.416
3 O 4.99 -2.57 -1.19  C2 1.229
4 N 3.28 -1.03 -0.88  C2 1.416, C5 1.480, C6 1.473
5 C 3.24 0.11 0.06  N4 1.480, H24 1.087, H25 1.091, H26 1.080
6 C 2.54 -2.19 -0.38  N4 1.473, C7 1.523, H27 1.085, H28 1.094
7 C 1.05 -1.92 -0.16  C6 1.523, C8 1.544, H29 1.087, H30 1.090
8 C 0.32 -1.52 -1.46  C7 1.544, C9 1.538, H31 1.090, H32 1.086
9 C -0.10 -0.04 -1.51  C8 1.538, C10 1.553, H33 1.090, H34 1.086
10 C -1.61 0.31 -1.35  C9 1.553, C11 1.540, C20 1.530, H35 1.089
11 C -1.76 1.77 -0.89  C10 1.540, C12 1.528, H36 1.090, H37 1.089
12 C -1.85 2.04 0.61  C11 1.528, C13 1.534, C14 1.546, N15 1.483
13 C -0.47 2.13 1.27  C12 1.534, H38 1.090, H39 1.083, H40 1.087
14 C -2.49 3.43 0.76  C12 1.546, H41 1.085, H42 1.086, H43 1.089
15 N -2.75 1.09 1.31  C12 1.483, O16 1.281, C17 1.485
16 O -2.79 1.30 2.58  N15 1.281
17 C -2.66 -0.35 0.98  N15 1.485, C18 1.546, C19 1.539, C20 1.539
18 C -1.61 -1.08 1.86  C17 1.546, H44 1.084, H45 1.084, H46 1.087
19 C -4.02 -0.97 1.37  C17 1.539, H47 1.086, H48 1.087, H49 1.088
20 C -2.49 -0.63 -0.52  C10 1.530, C17 1.539, H50 1.091, H51 1.087
21 H 6.58 -0.76 -1.62  C1 1.084
22 H 5.34 0.26 -2.34  C1 1.087
23 H 5.74 0.41 -0.62  C1 1.085
24 H 3.54 1.01 -0.45  C5 1.087
25 H 3.92 -0.04 0.90  C5 1.091
26 H 2.23 0.28 0.42  C5 1.080
27 H 2.62 -3.01 -1.09  C6 1.085
28 H 2.98 -2.54 0.56  C6 1.094
29 H 0.91 -1.19 0.63  C7 1.087
30 H 0.62 -2.85 0.22  C7 1.090
31 H 1.05 -1.66 -2.25  C8 1.090
32 H -0.50 -2.19 -1.68  C8 1.086
33 H 0.18 0.34 -2.50  C9 1.090
34 H 0.48 0.55 -0.81  C9 1.086
35 H -2.03 0.28 -2.36  C10 1.089
36 H -0.88 2.31 -1.23  C11 1.090
37 H -2.61 2.23 -1.39  C11 1.089
38 H 0.08 2.91 0.75  C13 1.090
39 H -0.56 2.41 2.31  C13 1.083
40 H 0.11 1.21 1.18  C13 1.087
41 H -2.04 4.12 0.06  C14 1.085
42 H -2.39 3.79 1.78  C14 1.086
43 H -3.56 3.34 0.57  C14 1.089
44 H -1.26 -1.97 1.34  C18 1.084
45 H -0.80 -0.43 2.17  C18 1.084
46 H -2.10 -1.42 2.77  C18 1.087
47 H -4.25 -0.74 2.40  C19 1.086
48 H -4.82 -0.56 0.74  C19 1.087
49 H -3.96 -2.05 1.25  C19 1.088
50 H -3.48 -0.57 -0.96  C20 1.091
51 H -2.20 -1.67 -0.61  C20 1.087